{"formula": "C23H20I3MnN3O", "method": "ωB97M-V with the def2-TZVPD basis set", "fmax_ev_per_a": 1.69, "homo_lumo_gap_ha": [0.2485, 0.2483], "mol_weight_g_mol": 790.1, "e_above_lowest_kj_mol": 262.0, "spin_multiplicity": 2, "s2": 0.809, "lumo_energy_ha": [-0.2610, -0.2612], "e_homo_ha": [-0.510, -0.510], "charge": 2, "symbols": ["Mn", "I", "C", "C", "C", "I", "C", "C", "C", "C", "N", "C", "C", "O", "H", "H", "H", "H", "C", "N", "C", "C", "C", "C", "C", "C", "C", "C", "H", "H", "H", "H", "H", "H", "H", "H", "H", "H", "H", "H", "I", "C", "C", "C", "C", "N", "C", "H", "H", "H", "H"], "positions_angstrom": [[0.77326, 0.13409, -0.60770], [-2.14743, -3.68557, -1.41856], [-2.28545, -2.35599, 0.28634], [-3.76382, -2.06634, 0.40717], [-4.31593, -1.03826, -0.25998], [-6.36865, -0.74642, -0.19777], [-3.50318, -0.11796, -1.09451], [-3.93052, 0.75779, -2.09344], [-2.97956, 1.51917, -2.76045], [-1.62565, 1.42182, -2.43774], [-1.19619, 0.59634, -1.48332], [-2.14266, -0.12812, -0.86596], [-1.59948, -1.06655, 0.08262], [0.68393, -1.99265, -1.01295], [-4.38043, -2.77706, 0.94237], [-4.97981, 0.84376, -2.34432], [-3.28396, 2.20396, -3.53940], [-0.88120, 2.01557, -2.95159], [2.57159, -0.12497, 1.68709], [2.61442, -0.50398, 0.25021], [3.81875, 0.13676, -0.33527], [2.72455, -1.97662, 0.13435], [1.34120, -2.52699, -0.13106], [0.85306, -3.64092, 0.70425], [-0.32409, -3.77974, 1.33731], [-1.44918, -2.78139, 1.53835], [-0.83124, -1.40394, 1.82774], [-0.40765, -0.73452, 0.69182], [3.52187, -0.37979, 2.16329], [1.76810, -0.64638, 2.19836], [2.41025, 0.94689, 1.77549], [4.72664, -0.26027, 0.12579], [3.78390, 1.20794, -0.15553], [3.85805, -0.05837, -1.40717], [3.22091, -2.40155, 1.00793], [3.31318, -2.24222, -0.74833], [1.58873, -4.42053, 0.88728], [-0.44877, -4.70357, 1.89117], [-2.08907, -3.10550, 2.35597], [-0.74664, -1.00802, 2.84031], [-0.63664, 4.90496, 2.56278], [0.43748, 4.07486, 0.99755], [1.24835, 4.84747, 0.17694], [1.93537, 4.22848, -0.85728], [1.79828, 2.86632, -1.03100], [1.02158, 2.11294, -0.23672], [0.34776, 2.71387, 0.75303], [1.34121, 5.91313, 0.33807], [2.57156, 4.79536, -1.52204], [2.32253, 2.35734, -1.83240], [-0.27927, 2.07537, 1.36093]], "mulliken_charge": [0.34, 0.26, -0.11, -1.15, -0.44, 0.19, 0.88, -0.54, -0.98, -0.30, -0.22, 0.20, 0.04, -0.46, 0.53, 0.34, 0.43, 0.58, -1.24, 0.23, -1.23, -0.74, 0.97, -0.78, -0.96, 0.39, -1.27, 1.18, 0.48, 0.30, 0.38, 0.37, 0.43, 0.43, 0.46, 0.45, 0.50, 0.49, 0.87, 0.54, 0.19, -0.69, -0.09, -0.94, -0.48, 0.28, -0.05, 0.44, 0.47, 0.58, 0.43]}


{"formula": "C12H10O2", "method": "ωB97M-V with the def2-TZVPD basis set", "fmax_ev_per_a": 4.28, "homo_lumo_gap_ha": 0.3403, "mol_weight_g_mol": 186.2, "e_above_lowest_kj_mol": 196.1, "lumo_energy_ha": 0.0280, "e_homo_ha": -0.312, "symbols": ["C", "C", "C", "C", "C", "C", "C", "C", "C", "C", "C", "C", "O", "O", "H", "H", "H", "H", "H", "H", "H", "H", "H", "H"], "positions_angstrom": [[-0.25447, 0.23909, 1.26433], [0.92902, -0.42305, -0.71642], [0.76646, -0.27091, 2.04111], [1.94301, -0.93514, 0.07210], [-0.18962, 0.15456, -0.12417], [1.87001, -0.88191, 1.45905], [-2.79464, 0.17103, -2.31439], [-2.64850, -0.04080, -0.99981], [-1.65858, 2.43262, -0.96299], [-1.49905, 0.92616, -2.43127], [-1.33309, 0.63421, -0.90924], [2.93727, -1.50097, 2.30874], [-1.77093, 3.27738, -0.14972], [-1.71055, 2.36401, -2.27278], [-1.10684, 0.71851, 1.72463], [0.99359, -0.49340, -1.79327], [0.71119, -0.18930, 3.11686], [2.80303, -1.39484, -0.39382], [-3.57323, 0.00562, -3.03301], [-3.24494, -0.50341, -0.23767], [-0.78417, 0.71709, -3.22050], [2.78325, -2.57973, 2.36225], [3.92500, -1.32377, 1.89006], [2.90677, -1.10301, 3.31991]], "mulliken_charge": [-0.55, -0.27, -0.66, -0.78, 0.17, 0.91, -0.75, -0.51, 0.51, 0.01, 0.40, -1.42, -0.52, -0.36, 0.44, 0.36, 0.31, 0.37, 0.45, 0.46, 0.44, 0.28, 0.37, 0.35]}


{"formula": "C24H26N2O5S2", "method": "ωB97M-V with the def2-TZVPD basis set", "fmax_ev_per_a": 1.18, "homo_lumo_gap_ha": 0.3155, "mol_weight_g_mol": 486.6, "e_above_lowest_kj_mol": 130.7, "lumo_energy_ha": 0.0179, "e_homo_ha": -0.298, "symbols": ["C", "H", "O", "C", "C", "C", "C", "C", "C", "O", "C", "H", "H", "H", "H", "C", "N", "C", "O", "C", "C", "C", "C", "C", "C", "H", "S", "O", "O", "N", "C", "H", "H", "H", "C", "H", "H", "H", "H", "H", "H", "C", "C", "H", "H", "H", "H", "C", "C", "C", "C", "S", "H", "H", "H", "H", "H", "H", "H"], "positions_angstrom": [[-3.24072, 4.75557, 4.59818], [-3.26506, 5.57896, 3.87711], [-1.98321, 4.12830, 4.62875], [-1.52262, 3.51208, 3.49280], [-2.23694, 3.49393, 2.30223], [-1.76269, 2.85943, 1.16433], [-0.52607, 2.23401, 1.20451], [0.20127, 2.25201, 2.38271], [-0.26532, 2.87694, 3.53366], [0.59123, 2.79302, 4.58799], [0.27872, 3.35076, 5.84477], [-0.62058, 2.90459, 6.27387], [1.13601, 3.11744, 6.47620], [0.15321, 4.43381, 5.78810], [1.16326, 1.76679, 2.44192], [0.00360, 1.45581, 0.02005], [-0.55771, 1.89887, -1.24561], [-0.25337, 1.29299, -2.41729], [-0.76447, 1.60532, -3.47503], [0.80196, 0.22475, -2.35542], [2.14057, 0.58716, -2.24045], [3.13777, -0.37313, -2.28602], [2.80446, -1.70862, -2.44111], [1.47265, -2.06035, -2.55153], [0.47020, -1.11326, -2.52815], [-0.55205, -1.43047, -2.65564], [1.01924, -3.78052, -2.74455], [2.12737, -4.49670, -3.31531], [-0.25261, -3.86007, -3.39680], [0.78943, -4.24592, -1.12734], [-0.09113, -5.38930, -1.00730], [-0.93022, -5.22263, -1.67740], [0.40727, -6.32532, -1.28316], [-0.45063, -5.45837, 0.01962], [2.05378, -4.40396, -0.44325], [1.87337, -4.76357, 0.56847], [2.54265, -3.43260, -0.39192], [2.70763, -5.11023, -0.96672], [3.55752, -2.47779, -2.50769], [4.17338, -0.07879, -2.20906], [2.40320, 1.63063, -2.13915], [-1.48828, 3.00972, -1.25825], [-2.50950, 2.87805, -0.13444], [-3.08005, 1.95440, -0.25900], [-3.20958, 3.71341, -0.16912], [-0.93343, 3.94823, -1.13298], [-1.96455, 3.01010, -2.24100], [-0.32176, 0.00809, 0.27190], [-1.46751, -0.66990, -0.00611], [-1.43984, -2.00845, 0.44574], [-0.27917, -2.32372, 1.06825], [0.81546, -0.99984, 1.09989], [0.00750, -3.25008, 1.52068], [-2.25277, -2.69847, 0.31231], [-2.30177, -0.24063, -0.53048], [1.09742, 1.56374, 0.00039], [-3.19603, 3.98331, 2.24447], [-3.38849, 5.15364, 5.60115], [-4.04195, 4.04527, 4.37056]], "mulliken_charge": [-0.94, 0.34, -0.49, 1.40, -0.19, -0.61, -0.23, -0.69, 0.00, -0.48, -0.79, 0.27, 0.29, 0.28, 0.53, -0.34, 0.12, 0.01, -0.68, 0.26, -0.22, -1.03, -0.36, -0.22, -0.07, 0.63, 1.42, -0.74, -0.73, 0.37, -1.21, 0.43, 0.36, 0.33, -1.12, 0.42, 0.25, 0.38, 0.54, 0.44, 0.59, -1.03, -1.02, 0.23, 0.49, 0.32, 0.54, 0.38, -0.43, -0.79, -0.53, -0.10, 0.58, 0.46, 0.52, 0.71, 0.50, 0.26, 0.35]}


{"formula": "C3H2BrNO2", "method": "ωB97M-V with the def2-TZVPD basis set", "fmax_ev_per_a": 2.95, "homo_lumo_gap_ha": [0.4149, 0.2501], "mol_weight_g_mol": 164.0, "e_above_lowest_kj_mol": 29.7, "spin_multiplicity": 3, "s2": 2.006, "lumo_energy_ha": [0.0186, -0.1352], "e_homo_ha": [-0.396, -0.385], "symbols": ["C", "C", "C", "N", "O", "O", "Br", "H", "H"], "positions_angstrom": [[-0.06669, 1.82327, -0.04372], [1.37762, 0.39778, 0.30180], [-0.25482, 0.38281, 0.32960], [1.32942, 1.67619, -0.00044], [-0.75732, 2.71984, -0.38793], [2.12662, -0.49855, 0.40276], [5.03761, 0.10530, -0.09020], [-0.58489, 0.12882, 1.45300], [-0.65966, -0.14798, -0.58802]], "mulliken_charge": [0.29, 0.38, -0.04, -0.19, -0.48, -0.45, 0.00, 0.25, 0.24]}


{"formula": "C2H7BrN", "method": "ωB97M-V with the def2-TZVPD basis set", "fmax_ev_per_a": 5.61, "homo_lumo_gap_ha": [0.3006, 0.3006], "mol_weight_g_mol": 125.0, "e_above_lowest_kj_mol": 212.7, "lumo_energy_ha": [-0.2357, -0.2357], "e_homo_ha": [-0.536, -0.536], "charge": 1, "symbols": ["C", "C", "N", "Br", "H", "H", "H", "H", "H", "H", "H"], "positions_angstrom": [[-0.33265, 0.23680, -0.84815], [0.77613, -0.63741, 1.08535], [-0.29495, 0.26665, 0.68359], [0.43050, -0.33845, 3.61124], [0.58330, 0.61499, -1.36165], [-0.47609, -0.71298, -1.34433], [-1.00510, 1.10434, -1.04275], [0.61035, -1.67534, 0.80788], [1.68870, -0.23507, 1.21486], [-1.28287, -0.07102, 1.06322], [-0.08451, 1.14966, 1.03072]], "mulliken_charge": [-0.84, -0.81, -0.16, -0.06, 0.39, 0.37, 0.36, 0.41, 0.55, 0.43, 0.37]}


{"formula": "C15H23N3O", "method": "ωB97M-V with the def2-TZVPD basis set", "fmax_ev_per_a": 1.28, "homo_lumo_gap_ha": 0.3320, "mol_weight_g_mol": 261.4, "e_above_lowest_kj_mol": 101.6, "lumo_energy_ha": 0.0118, "e_homo_ha": -0.320, "symbols": ["C", "C", "C", "C", "C", "C", "C", "C", "O", "N", "N", "C", "C", "C", "N", "C", "C", "C", "H", "H", "H", "H", "C", "H", "H", "H", "H", "H", "H", "H", "H", "H", "H", "H", "H", "H", "H", "H", "H", "H", "H", "H"], "positions_angstrom": [[-2.02965, -0.13683, 3.19869], [-0.98318, -0.21157, 4.30489], [0.02906, 0.93490, 4.26009], [0.85699, 1.01031, 2.97613], [1.75463, -0.20766, 2.76512], [2.68699, -0.05859, 1.56399], [1.93033, -0.03759, 0.23989], [2.85940, -0.04418, -0.94664], [4.06784, -0.01916, -0.90737], [2.21636, -0.07716, -2.16007], [0.88167, -0.12133, -2.24366], [0.25174, -0.14269, -3.35547], [-1.20540, -0.24138, -3.24727], [-2.00329, -0.72979, -4.28493], [-3.31612, -0.83414, -4.21250], [-3.91960, -0.46557, -3.09625], [-3.23279, 0.01229, -1.98791], [-1.85900, 0.12716, -2.06778], [-1.27472, 0.50120, -1.24160], [-3.76297, 0.29174, -1.09058], [-4.99715, -0.56202, -3.09360], [-1.57180, -1.07286, -5.21581], [0.88717, -0.09239, -4.71899], [1.77490, 0.53973, -4.70643], [0.19294, 0.31519, -5.44764], [1.18283, -1.09245, -5.03866], [2.80967, -0.08203, -2.99028], [1.27213, -0.90531, 0.15614], [1.30460, 0.85285, 0.15939], [3.39154, -0.89226, 1.54663], [3.27251, 0.85758, 1.65798], [1.14179, -1.10016, 2.62660], [2.35970, -0.35629, 3.66246], [1.48615, 1.90266, 3.02753], [0.18631, 1.13148, 2.12542], [0.70665, 0.83322, 5.11158], [-0.50959, 1.87866, 4.38005], [-1.49034, -0.17640, 5.27232], [-0.46136, -1.16811, 4.24791], [-1.58073, -0.29920, 2.22207], [-2.79122, -0.89899, 3.34902], [-2.51500, 0.83714, 3.19949]], "mulliken_charge": [-1.05, -0.38, -0.91, -0.32, -0.44, -0.86, -0.30, 0.22, -0.66, -0.32, -0.09, 0.87, 0.50, -0.43, -0.62, -0.26, -0.49, -0.33, 0.50, 0.39, 0.37, 0.40, -1.83, 0.47, 0.45, 0.35, 0.25, 0.36, 0.31, 0.37, 0.30, 0.20, 0.38, 0.35, 0.07, 0.33, 0.36, 0.35, 0.29, 0.18, 0.39, 0.30]}